DFT (the ωB97M-V functional and the def2-TZVPD basis) results for a structure of composition C24H25F3N4O3PbS4.

```
64
Properties=species:S:1:pos:R:3:mulliken_charge:R:1
Pb 0.2474 -0.8347 -1.0747 0.74
N -1.2772 1.8067 2.7627 -0.11
C -2.0691 1.0103 3.6108 0.19
C -1.9601 1.1439 4.9850 -0.63
C -2.7477 0.3772 5.8368 -0.60
C -3.6455 -0.5321 5.3125 -0.63
C -3.7511 -0.6778 3.9326 -0.66
C -2.9775 0.0913 3.0847 0.68
S -3.1477 -0.0807 1.3203 -0.18
N -1.8551 0.7830 0.7114 -0.20
C -1.1311 1.5555 1.4111 0.24
C -0.0805 2.3542 0.7249 -0.07
C -0.0070 3.7257 0.9624 -0.61
C 0.9536 4.4684 0.2974 -0.63
C 1.8268 3.8176 -0.5564 -0.97
C 1.6879 2.4481 -0.7221 -0.35
N 0.7529 1.7302 -0.1071 0.56
H -0.5382 2.3256 3.2063 0.29
H -1.2684 1.8707 5.3962 0.38
H -2.6511 0.5022 6.9066 0.39
H -4.2717 -1.1291 5.9612 0.39
H -4.4509 -1.3878 3.5095 0.40
H -0.7229 4.2018 1.6194 0.59
H 1.0160 5.5379 0.4489 0.44
H 2.6047 4.3490 -1.0861 0.47
H 2.3556 1.8950 -1.3745 0.48
F 2.4692 0.5328 -6.0611 -0.22
C 2.3070 1.7360 -5.4950 0.59
F 2.2806 2.6361 -6.5061 -0.32
F 3.4293 2.0006 -4.7903 -0.23
C 1.0730 1.8383 -4.6484 -0.16
C 0.1690 2.8589 -4.8736 -0.27
C -0.9538 2.9811 -4.0641 -0.88
C -1.1508 2.0222 -3.0895 -0.39
N -0.2985 1.0278 -2.8752 -0.20
C 0.8312 0.9202 -3.6001 0.64
S 1.9279 -0.3166 -3.1161 -0.43
H 0.3388 3.5620 -5.6773 0.50
H -1.6466 3.7989 -4.1974 0.42
H -2.0159 2.0403 -2.4342 0.45
C 3.6705 -1.0524 0.3598 -0.76
O 2.4147 -0.8305 0.9778 0.00
C 2.1366 -1.8050 1.9689 -0.72
C 0.7838 -1.5173 2.5985 -0.55
O -0.3149 -1.7557 1.7464 0.47
C -0.7755 -3.0961 1.7394 -0.98
H 4.4851 -0.9565 1.0870 0.29
H 3.7836 -0.3010 -0.4193 0.14
H 3.7156 -2.0475 -0.0939 0.34
H 2.9059 -1.7618 2.7526 0.42
H 2.1436 -2.8097 1.5296 0.35
H 0.7443 -0.4550 2.8545 0.08
H 0.6823 -2.1107 3.5159 0.45
H -1.1006 -3.3938 2.7437 0.27
H -0.0157 -3.7904 1.3770 0.31
H -1.6285 -3.1204 1.0632 0.22
C -1.1309 -5.6536 -3.2032 -0.66
O -0.1022 -5.1352 -2.3574 -0.29
C -0.0324 -3.8496 -2.0393 0.61
S -1.1775 -2.7042 -2.5455 -0.35
S 1.2972 -3.4525 -1.0725 -0.55
H -0.6551 -6.0802 -4.0847 0.22
H -1.8302 -4.8735 -3.4927 0.37
H -1.6524 -6.4381 -2.6575 0.23
```

Calculated values
gap between HOMO and LUMO = 0.2764 Ha
HOMO energy = -7.423 eV
F_max = 0.01226 Eh/bohr
energy = -94138.862 eV
energy above the lowest of the compared OMol25 structures with the same formula, charge and spin = 3.9 kcal/mol
molecular weight = 809.95 g/mol
spin multiplicity = 1

---

DFT (the ωB97M-V functional and the def2-TZVPD basis) results for a structure of composition C24H25FN5O5SeSn.

```
62
Properties=species:S:1:pos:R:3:mulliken_charge:R:1
Sn -3.2914 1.1014 2.3746 0.90
C 0.5807 -3.3792 -3.0984 -0.94
C 0.4681 -3.6873 -1.6117 -1.04
N 0.0668 -2.5135 -0.8264 0.14
C -1.2481 -2.3114 -0.5953 0.01
C -1.7641 -1.3045 0.1577 -0.20
C -3.2745 -1.2239 0.2500 0.25
O -3.9129 -1.6129 -0.7123 -0.65
O -3.7475 -0.7652 1.3540 -0.70
C -0.8865 -0.3552 0.7499 1.59
O -1.2296 0.5928 1.4846 -0.90
C 0.5285 -0.5015 0.3943 0.55
C 1.4420 0.4569 0.8327 -0.61
C 2.7546 0.3741 0.4737 0.47
F 3.5960 1.3579 0.8563 -0.33
C 3.2406 -0.6950 -0.2884 -1.45
C 2.3432 -1.6623 -0.6931 -0.48
C 0.9806 -1.5756 -0.3839 0.07
N 4.6121 -0.8483 -0.6503 0.30
C 4.9267 -0.7530 -2.0745 -0.44
C 6.2044 -1.5877 -2.3434 -0.72
N 6.7234 -2.0464 -1.0164 -0.14
C 6.9928 -0.8709 -0.1297 -0.70
C 5.6362 -0.1687 0.1419 -0.72
H 0.8938 -4.2710 -3.6419 0.38
H 1.3039 -2.5832 -3.2874 0.27
H -0.3835 -3.0587 -3.4935 0.34
H 1.4028 -4.0759 -1.2122 0.43
H -0.2866 -4.4528 -1.4492 0.48
H -1.9301 -3.0175 -1.0530 0.52
H 1.0938 1.2764 1.4475 0.56
H 2.7200 -2.5022 -1.2617 0.48
H 5.0890 0.2883 -2.3735 0.33
H 4.0970 -1.1395 -2.6576 0.36
H 6.9779 -0.9987 -2.8287 0.35
H 6.0019 -2.4649 -2.9530 0.40
H 7.5362 -2.6515 -1.1139 0.30
H 5.9517 -2.5555 -0.5735 0.37
H 7.6958 -0.2187 -0.6409 0.33
H 7.4542 -1.2247 0.7883 0.36
H 5.7213 0.8905 -0.1061 0.50
H 5.3779 -0.2491 1.1934 0.45
C -3.4416 1.5655 6.5479 -0.70
O -3.5155 1.4222 5.1204 -0.28
C -2.5770 0.6025 4.5280 0.20
O -1.7392 0.0447 5.1794 -0.53
H -4.1122 2.3777 6.8103 0.22
H -2.4232 1.7977 6.8511 0.30
H -3.7572 0.6448 7.0358 0.29
Se -4.3531 5.4830 1.4128 0.27
N -4.2851 3.7720 0.9629 -0.35
C -5.1307 3.6128 -0.0399 0.78
C -5.3890 2.3651 -0.7023 -0.37
C -6.2833 2.3458 -1.7159 -0.67
C -6.9717 3.5341 -2.1443 -0.44
C -6.7668 4.7326 -1.5535 -0.70
C -5.8341 4.8129 -0.4693 0.76
N -5.5424 5.9162 0.1910 -0.77
H -4.8812 1.4664 -0.3801 0.31
H -6.4941 1.4104 -2.2191 0.43
H -7.6734 3.4586 -2.9656 0.37
H -7.2881 5.6230 -1.8785 0.41
```

Calculated values
gap between HOMO and LUMO = 0.2056 Ha
HOMO energy = -8.998 eV
F_max = 0.00843 Eh/bohr
total charge = +1
energy = -116869.679 eV
molecular weight = 680.16 g/mol
spin multiplicity = 1

---

DFT (the ωB97M-V functional and the def2-TZVPD basis) results for an isolated molecule of C24H25N3O4.

```
56
Properties=species:S:1:pos:R:3:mulliken_charge:R:1
C -3.6185 -2.7470 0.0271 -1.42
H -4.1409 -3.1177 -0.8519 0.33
H -3.8340 -3.4046 0.8658 0.47
H -2.5493 -2.7807 -0.1646 0.22
C -4.0633 -1.3268 0.3589 1.09
C -5.4906 -1.3058 0.8997 -1.65
H -5.5413 -1.8338 1.8487 0.41
H -5.8230 -0.2818 1.0533 0.37
H -6.1670 -1.7878 0.1970 0.36
H -3.3881 -0.9157 1.1187 0.12
C -3.9797 -0.4099 -0.8840 -0.23
C -2.6125 -0.5377 -1.5336 0.26
O -2.3896 -1.2737 -2.4736 -0.68
N -1.6451 0.2350 -0.9670 0.50
C -1.9528 1.1846 0.0138 0.72
C -0.9862 1.8177 0.7823 -0.49
C -1.3410 2.8314 1.6569 -0.89
C -2.6609 3.2284 1.7682 -0.46
C -3.6398 2.5842 1.0315 -0.76
C -3.2965 1.5562 0.1680 0.37
O -4.2779 0.9347 -0.5463 -0.56
H -4.6782 2.8638 1.1100 0.49
H -2.9345 4.0282 2.4384 0.38
H -0.5763 3.3144 2.2454 0.43
H 0.0472 1.5224 0.7084 0.42
C -0.2840 -0.0044 -1.3832 -1.77
H -0.3459 -0.4428 -2.3861 0.49
H 0.2736 0.9329 -1.4229 0.54
C 0.3667 -1.0282 -0.4475 1.11
O -0.2533 -1.5332 0.4657 -0.70
N 1.6473 -1.3581 -0.7365 0.28
C 2.4331 -0.7147 -1.7614 -2.11
C 2.9309 0.6655 -1.3968 1.40
C 2.7612 1.2185 -0.1345 0.49
C 3.2732 2.4835 0.1133 -1.15
N 3.9164 3.2002 -0.7895 -0.65
C 4.0772 2.6763 -1.9927 -0.45
C 3.6075 1.4229 -2.3479 -0.85
H 3.7653 1.0377 -3.3439 0.45
H 4.6087 3.2938 -2.7045 0.41
H 3.1614 2.9440 1.0859 0.41
H 2.2538 0.6755 0.6480 0.63
H 1.8632 -0.6581 -2.6954 0.62
H 3.3060 -1.3473 -1.9526 0.58
C 2.3233 -2.3533 0.0896 -1.00
C 3.4491 -1.7621 0.8696 0.61
C 3.5171 -1.3020 2.1518 -0.52
C 4.8304 -0.8001 2.3243 -0.50
C 5.4609 -0.9897 1.1354 -0.61
O 4.6369 -1.5711 0.2481 -0.33
H 6.4554 -0.7646 0.8057 0.50
H 5.2417 -0.3623 3.2100 0.46
H 2.7309 -1.3229 2.8782 0.61
H 2.6990 -3.1511 -0.5602 0.35
H 1.5728 -2.7565 0.7723 0.35
H -4.7403 -0.7061 -1.6135 0.53
```

Calculated values
gap between HOMO and LUMO = 0.3246 Ha
HOMO energy = -8.225 eV
F_max = 0.01835 Eh/bohr
energy = -37954.572 eV
energy above the lowest of the compared OMol25 structures with the same formula, charge and spin = 53.1 kcal/mol
molecular weight = 419.48 g/mol
spin multiplicity = 1
SMILES = CC(C)[C@H]1Oc2ccccc2N(CC(=O)N(Cc2ccncc2)Cc2ccco2)C1=O

---

DFT (the ωB97M-V functional and the def2-TZVPD basis) results for a cluster of 2 separate species, C24H25N3O4S2 in total in a non-equilibrium geometry.

```
58
Properties=species:S:1:pos:R:3:mulliken_charge:R:1
C 2.3674 -3.2609 0.4890 -0.42
C 2.8480 -2.2644 -0.3644 -0.61
C 2.8242 -0.9289 0.0388 -0.16
C 2.3132 -0.6022 1.2901 0.03
S 2.2215 1.1346 1.7745 1.24
C 0.4430 1.4975 1.7575 -0.11
C -0.2065 1.6368 2.9318 0.30
S -0.4746 1.3405 0.2229 1.24
C -1.7370 0.1158 0.6159 0.15
C -1.4621 -1.2368 0.4031 -0.31
C -2.3668 -2.2044 0.8475 -0.63
C -3.5622 -1.8164 1.4594 -0.47
C -3.8541 -0.4591 1.6273 -0.65
C -2.9440 0.5106 1.1987 -0.24
O -1.1375 2.5883 -0.0597 -0.69
O 0.3902 0.7078 -0.7440 -0.59
O 2.6503 1.2111 3.1540 -0.67
O 2.8662 1.9124 0.7478 -0.68
C 1.8777 -1.5927 2.1732 -0.30
C 1.8746 -2.9259 1.7529 -0.59
H 2.3794 -4.3046 0.1677 0.38
H 3.2396 -2.5110 -1.3523 0.38
H 3.1939 -0.1428 -0.6156 0.45
H -1.2452 1.9517 2.9575 0.15
H 0.3589 1.4724 3.8416 -0.24
H -0.5409 -1.5296 -0.0989 0.47
H -2.1250 -3.2598 0.7089 0.41
H -4.2690 -2.5731 1.8041 0.39
H -4.7899 -0.1440 2.0907 0.41
H -3.1611 1.5709 1.3168 0.47
H 1.5381 -1.3185 3.1708 0.38
H 1.4899 -3.6980 2.4228 0.40
C 0.3213 7.1360 6.5885 -0.42
C 0.9646 6.2856 7.5025 -0.55
C 0.9029 4.9013 7.3230 -0.46
C 0.2224 4.3606 6.2249 0.55
C 0.2730 2.8577 5.9882 -0.40
N -0.9361 2.3098 5.3682 -0.12
C -1.5003 1.2473 5.8915 -0.40
N -2.7023 1.2163 6.5468 -0.17
C -2.9347 -0.0424 7.2097 -0.55
C -1.8724 -0.9546 6.6059 -0.50
N -1.0479 -0.0418 5.8566 0.04
C -0.4737 5.1983 5.3535 -0.32
C -0.4185 6.5917 5.5301 -0.55
H 0.3848 8.2162 6.7181 0.36
H 1.5196 6.6992 8.3447 0.36
H 1.3841 4.2140 8.0237 0.32
H 1.1275 2.6514 5.3150 0.24
H 0.5049 2.3624 6.9525 0.27
H -3.1882 2.0785 6.7623 0.27
H -2.7638 0.0596 8.2893 0.27
H -3.9454 -0.4173 7.0340 0.31
H -1.2860 -1.4569 7.3816 0.29
H -2.3306 -1.7010 5.9482 0.30
H -0.1702 -0.2858 5.4150 0.20
H -1.0518 4.7478 4.5432 0.38
H -0.9481 7.2433 4.8318 0.36
```

Calculated values
gap between HOMO and LUMO = 0.2833 Ha
HOMO energy = -7.872 eV
F_max = 0.04763 Eh/bohr
energy = -59621.061 eV
energy above the lowest of the compared OMol25 structures with the same formula, charge and spin = 99.5 kcal/mol
molecular weight = 483.61 g/mol
spin multiplicity = 1
SMILES = C=C(S(=O)(=O)c1ccccc1)S(=O)(=O)c1ccccc1.c1ccc(CN=C2NCCN2)cc1